This record from OMol25 describes an isolated ion of composition C4H10N2OS and charge -2 at a distorted geometry. The level of theory is ωB97M-V/def2-TZVPD.

Results
**Highest occupied orbital energy**: 0.2 eV
**Orbital gap**: 5.71 eV
**Lowest unoccupied orbital energy**: 5.909 eV
**Energy above the lowest of the compared OMol25 structures with the same formula, charge and spin**: 129.49 kJ/mol
**Total charge**: -2
**2S+1**: 1

Each atom is followed by the atoms it is bonded to, with distances in Å.
Cartesian coordinates (Å):
1 S 2.42 -2.52 -1.31  C6 1.894
2 O -3.01 2.03 0.85  C8 1.293
3 N 2.24 0.33 0.08  C5 1.498, H9 1.102, H11 0.958
4 N -1.48 0.60 -0.36  C7 1.446, C8 1.516, H16 1.040
5 C 0.97 -0.05 -0.62  N3 1.498, C6 1.543, C7 1.566, H18 1.108
6 C 0.95 -1.59 -0.58  S1 1.894, C5 1.543, H10 1.174, H12 1.089
7 C -0.20 0.45 0.30  N4 1.446, C5 1.566, H14 1.120, H15 1.132
8 C -2.54 0.84 0.70  O2 1.293, N4 1.516, H13 1.101, H17 1.132
9 H 3.24 0.35 -0.37  N3 1.102
10 H 0.06 -1.92 -1.28  C6 1.174
11 H 2.47 -0.25 0.80  N3 0.958
12 H 0.94 -1.94 0.45  C6 1.089
13 H -3.33 0.15 0.36  C8 1.101
14 H -0.27 -0.17 1.23  C7 1.120
15 H 0.16 1.45 0.68  C7 1.132
16 H -1.55 1.46 -0.94  N4 1.040
17 H -2.11 0.49 1.69  C8 1.132
18 H 1.05 0.31 -1.67  C5 1.108

This record from OMol25 describes a 3-piece molecular cluster, C18H33F2N4O7S overall at a distorted geometry. The level of theory is ωB97M-V/def2-TZVPD.

Results
**Highest occupied orbital energy (spin up / spin down)**: -9.0 / -9.4 eV
**Orbital gap (spin up / spin down)**: 8.43 / 8.79 eV
**Lowest unoccupied orbital energy (spin up / spin down)**: -0.579 / -0.585 eV
**Total charge**: 0
**2S+1**: 2

Each atom is followed by the atoms it is bonded to, with distances in Å.
Cartesian coordinates (Å):
1 S 2.08 0.43 -4.69  O5 1.531, O10 1.508, C26 1.850, H65 1.415
2 F 2.72 2.04 -0.79  C24 1.418
3 F -0.92 4.68 -2.43  C21 1.443
4 O 1.17 -0.69 4.58  C22 1.226
5 O 3.07 0.98 -5.71  S1 1.531
6 O 1.36 4.71 -2.33  C21 1.263
7 O -1.96 -2.51 2.31  C17 1.226
8 O -2.43 1.42 -0.64  N11 1.315
9 O 1.27 3.19 0.53  C24 1.263
10 O 2.80 -0.65 -3.92  S1 1.508
11 N -2.06 0.37 -1.33  O8 1.315, C25 1.486, C30 1.487
12 N 0.33 2.66 -1.55  C19 1.499, C21 1.471, C24 1.473
13 N -1.30 -4.64 2.55  C16 1.446, C17 1.362, H54 1.011
14 N 2.87 0.69 4.14  C18 1.447, C22 1.360, H58 1.011
15 C -0.38 0.14 0.66  C30 1.640, H48 1.160, H60 1.140, H62 1.159
16 C -0.59 -5.75 3.15  N13 1.446, H36 1.093, H57 1.093, H63 1.088
17 C -1.30 -3.33 2.94  O7 1.226, N13 1.362, C27 1.503
18 C 3.57 1.95 4.04  N14 1.447, H34 1.092, H43 1.092, H59 1.088
19 C 0.39 1.57 -2.58  N12 1.499, C23 1.621, C26 1.616, C32 1.641
20 C -0.88 -1.86 -0.90  C30 1.646, H41 1.154, H46 1.143, H56 1.161
21 C 0.33 4.01 -2.12  F3 1.443, O6 1.263, N12 1.471
22 C 1.60 0.46 4.56  O4 1.226, N14 1.360, C28 1.504
23 C 0.49 0.11 -1.89  C19 1.621, C30 1.639, H52 1.160, H64 1.143
24 C 1.45 2.64 -0.59  F2 1.418, O9 1.263, N12 1.473
25 C -2.15 0.61 -2.80  N11 1.486, C29 1.640, C31 1.614, C32 1.606
26 C 1.54 1.88 -3.67  S1 1.850, C19 1.616, H40 1.162, H49 1.142
27 C -0.49 -2.94 4.14  C17 1.503, H35 1.088, H50 1.093, H51 1.092
28 C 0.77 1.63 4.99  C22 1.504, H33 1.091, H38 1.092, H45 1.092
29 C -3.56 1.41 -3.02  C25 1.640, H37 1.155, H42 1.158, H55 1.158
30 C -0.76 -0.21 -0.89  N11 1.487, C15 1.640, C20 1.646, C23 1.639
31 C -2.28 -0.72 -3.71  C25 1.614, H39 1.155, H53 1.162, H61 1.148
32 C -1.01 1.54 -3.43  C19 1.641, C25 1.606, H44 1.162, H47 1.143
33 H -0.22 1.28 5.29  C28 1.091
34 H 3.88 2.10 3.00  C18 1.092
35 H -0.60 -1.87 4.32  C27 1.088
36 H -1.33 -6.50 3.44  C16 1.093
37 H -3.76 1.41 -4.16  C29 1.155
38 H 0.65 2.33 4.16  C28 1.092
39 H -2.92 -0.51 -4.65  C31 1.155
40 H 1.08 2.64 -4.42  C26 1.162
41 H -0.02 -2.26 -0.23  C20 1.154
42 H -3.45 2.52 -2.72  C29 1.158
43 H 4.46 1.90 4.67  C18 1.092
44 H -0.72 1.05 -4.45  C32 1.162
45 H 1.24 2.13 5.84  C28 1.092
46 H -0.86 -2.30 -1.95  C20 1.143
47 H -1.41 2.58 -3.69  C32 1.143
48 H 0.61 -0.38 0.97  C15 1.160
49 H 2.48 2.38 -3.26  C26 1.142
50 H -0.84 -3.48 5.02  C27 1.093
51 H 0.57 -3.16 3.96  C27 1.092
52 H 0.47 -0.75 -2.67  C23 1.160
53 H -2.88 -1.49 -3.07  C31 1.162
54 H -1.87 -4.81 1.73  N13 1.011
55 H -4.42 0.90 -2.43  C29 1.158
56 H -1.89 -2.13 -0.41  C20 1.161
57 H 0.07 -6.18 2.39  C16 1.093
58 H 3.37 -0.15 3.87  N14 1.011
59 H 2.95 2.79 4.36  C18 1.088
60 H -0.38 1.26 0.88  C15 1.140
61 H -1.27 -1.22 -3.95  C31 1.148
62 H -1.19 -0.37 1.31  C15 1.159
63 H -0.01 -5.45 4.01  C16 1.088
64 H 1.44 -0.06 -1.28  C23 1.143
65 H 1.01 -0.06 -5.47  S1 1.415

This record from OMol25 describes a 2-piece molecular cluster, C6H12N overall at a distorted geometry. The level of theory is ωB97M-V/def2-TZVPD.

Results
**Highest occupied orbital energy**: -14.8 eV
**Orbital gap**: 9.98 eV
**Lowest unoccupied orbital energy**: -4.814 eV
**Energy above the lowest of the compared OMol25 structures with the same formula, charge and spin**: 404.47 kJ/mol
**Total charge**: +1
**2S+1**: 1

Each atom is followed by the atoms it is bonded to, with distances in Å.
Cartesian coordinates (Å):
1 N 0.56 0.02 0.08  C2 1.447, C3 1.479, C5 1.490
2 C 1.75 0.81 0.29  N1 1.447, H9 1.076, H10 1.084, H19 1.110
3 C 0.37 -0.42 -1.32  N1 1.479, H8 1.181, H11 1.048, H17 1.141
4 C -2.17 0.43 0.06  C6 1.388, C7 1.204
5 C 0.47 -1.14 1.01  N1 1.490, H12 1.122, H16 1.091, H18 1.030
6 C -1.04 1.15 0.39  C4 1.388, H13 1.016, H15 1.019
7 C -3.01 -0.36 -0.29  C4 1.204, H14 0.995
8 H -0.17 0.34 -2.05  C3 1.181
9 H 1.64 1.83 -0.05  C2 1.076
10 H 1.93 0.85 1.36  C2 1.084
11 H -0.05 -1.38 -1.36  C3 1.048
12 H 0.71 -0.90 2.07  C5 1.122
13 H -0.93 1.30 1.39  C6 1.016
14 H -3.67 -0.88 -0.83  C7 0.995
15 H -0.88 1.85 -0.34  C6 1.019
16 H -0.58 -1.46 1.08  C5 1.091
17 H 1.41 -0.59 -1.76  C3 1.141
18 H 1.02 -1.88 0.55  C5 1.030
19 H 2.62 0.43 -0.28  C2 1.110